The following is a quantum chemistry calculation of a structure of composition C7H15F3O3SSi in a non-equilibrium geometry, from the OMol25 dataset.

Properties
F_max	7.808	eV Å⁻¹
energy above the lowest of the compared OMol25 structures with the same formula, charge and spin	8.1	kcal/mol
HOMO energy	-10.04	eV
HOMO-LUMO gap	10.67	eV
spin multiplicity	1

CARTESIAN COORDINATES (ANGSTROEM)
O1 1.37933 -1.53708 1.17581
O2 -0.80546 -2.62472 1.71291
F1 -0.12421 1.16339 2.66983
F2 0.95422 -0.30576 3.85775
F3 -1.26055 -0.28274 3.87666
O3 -0.80179 -0.38329 0.56621
C1 2.07860 1.26938 0.63280
C2 -1.83678 2.28527 -0.34649
C3 -0.41029 -2.78504 -1.36052
C4 1.74884 0.51067 -0.64975
C5 -1.03243 1.61508 -1.45935
C6 -0.28497 -1.46832 -2.09160
C7 -0.15808 -0.07964 3.13926
Si1 -0.07319 0.03689 -0.87012
S1 -0.06400 -1.29836 1.67472
H1 1.96733 0.62268 1.53725
H2 1.40143 2.11239 0.79874
H3 3.09892 1.63649 0.60568
H4 -1.25103 2.45405 0.53958
H5 -2.65807 1.65130 -0.05535
H6 -2.24988 3.24107 -0.67763
H7 -0.49928 -3.62375 -2.05272
H8 0.44414 -2.95171 -0.72650
H9 -1.27402 -2.77277 -0.68858
H10 2.01724 1.12131 -1.50233
H11 2.29172 -0.44486 -0.73540
H12 -1.71500 1.20522 -2.18736
H13 -0.43577 2.37818 -1.98078
H14 0.64859 -1.47564 -2.62319
H15 -1.09557 -1.26969 -2.77955

***

The following is a quantum chemistry calculation of a cluster of 2 separate species, C7H15F6NOP2S in total in a non-equilibrium geometry, from the OMol25 dataset.

Properties
F_max	4.408	eV Å⁻¹
HOMO energy	-10.82	eV
HOMO-LUMO gap	8.53	eV
spin multiplicity	1

CARTESIAN COORDINATES (ANGSTROEM)
C1 -1.64617 -3.32351 0.21635
C2 -0.87700 -2.60341 1.35201
P1 -0.07792 -1.01170 0.94429
C3 -1.29816 0.33136 0.68855
C4 -2.75199 -0.10512 0.51126
S1 0.83014 -1.27972 -0.94865
C5 1.89767 0.17422 -0.94610
C6 3.34813 -0.23167 -0.82503
O1 -0.33454 -0.98149 -2.16811
C7 -0.14501 -1.76528 -3.18657
N1 -0.27969 -2.42212 -4.16275
H1 -1.03629 -4.10943 -0.20223
H2 -2.50224 -3.81490 0.64699
H3 -1.97260 -2.66165 -0.56372
H4 -1.54223 -2.43197 2.18550
H5 -0.07342 -3.24452 1.66857
H6 -1.01453 0.88273 -0.19481
H7 -1.22220 1.04332 1.49411
H8 -3.34682 0.78834 0.43079
H9 -3.12136 -0.69341 1.33898
H10 -2.86955 -0.68021 -0.39106
H11 1.65912 0.72622 -1.84450
H12 1.61071 0.74765 -0.08208
H13 3.63715 -0.83402 -1.67123
H14 3.53408 -0.76853 0.08797
H15 3.92323 0.68188 -0.81939
F1 1.98226 3.73810 -0.22731
P2 0.81255 3.96443 0.92372
F2 2.07195 4.35366 1.90776
F3 0.85944 5.53895 0.47635
F4 -0.77035 4.15467 0.50480
F5 0.19460 3.46374 2.37105
F6 0.52107 2.37339 0.48450

***

The following is a quantum chemistry calculation of a cluster of 3 separate species, C7H15FNO11P in total in a non-equilibrium geometry, from the OMol25 dataset.

Properties
F_max	2.533	eV Å⁻¹
HOMO energy	-9.65	eV
HOMO-LUMO gap	8.55	eV
spin multiplicity	1

CARTESIAN COORDINATES (ANGSTROEM)
N1 0.78601 -0.91390 1.01651
P1 -0.32978 -1.07649 -0.00058
O1 -0.07787 -2.18725 -1.10377
O2 -0.62326 0.25198 -0.79368
O3 -1.73891 -1.42341 0.76026
C1 -2.73791 -2.02263 0.08812
O4 -2.74415 -3.09749 -0.42650
O5 -3.85373 -1.18552 0.14876
F1 -4.26339 -0.96354 -1.20445
H1 1.52670 -1.56567 0.83189
H2 0.46409 -1.77455 -1.77769
H3 -1.55115 0.50811 -0.77797
C2 6.14309 -0.68169 1.08166
O6 6.38521 -1.46974 -0.08824
C3 5.28726 -1.95170 -0.65250
O7 4.16500 -1.77827 -0.26485
O8 5.64465 -2.65996 -1.71946
C4 4.55324 -3.24313 -2.42996
H4 7.11572 -0.35588 1.43454
H5 5.53348 0.18549 0.84075
H6 5.65720 -1.27651 1.85089
H7 3.88618 -2.47134 -2.80829
H8 4.00420 -3.93394 -1.79412
H9 4.98698 -3.78499 -3.26361
C5 -4.47448 5.28145 -0.06036
O9 -4.83314 4.29621 0.91058
C6 -4.03561 3.23568 0.93256
O10 -3.08225 3.05796 0.22076
O11 -4.47351 2.40152 1.86387
C7 -3.67283 1.22132 1.98383
H10 -5.20267 6.07999 0.03372
H11 -3.47937 5.67194 0.13818
H12 -4.51902 4.86571 -1.06410
H13 -2.65715 1.47826 2.28092
H14 -3.66542 0.67380 1.05379
H15 -4.12343 0.60820 2.75852

***

The following is a quantum chemistry calculation of a cluster of 2 separate species, C7H15FNO2Si in total, from the OMol25 dataset.

Properties
F_max	0.244	eV Å⁻¹
energy above the lowest of the compared OMol25 structures with the same formula, charge and spin	0.0	kcal/mol
HOMO energy	-4.06	eV
charge	-1
HOMO-LUMO gap	6.95	eV
spin multiplicity	1

CARTESIAN COORDINATES (ANGSTROEM)
C1 -0.51357 -1.44880 -2.56225
C2 -2.01310 -1.27513 -2.51283
F1 -2.58780 -2.43447 -3.09296
C3 -2.59608 -1.10571 -1.12623
Si1 -2.24710 0.53814 -0.26263
C4 -0.72694 0.56036 0.83284
C5 0.58329 0.51412 0.11041
N1 1.08224 1.55804 -0.40808
H1 -0.21640 -2.30584 -1.95486
H2 -0.20142 -1.63799 -3.59051
H3 -0.00313 -0.54980 -2.21651
H4 -2.32410 -0.44860 -3.15997
H5 -3.68448 -1.18164 -1.21628
H6 -2.27722 -1.93458 -0.48521
H7 -3.41724 0.81182 0.61127
H8 -2.19748 1.62872 -1.26432
H9 -0.77781 -0.24886 1.56536
H10 -0.77742 1.50599 1.38169
H11 1.09329 -0.45157 0.08337
H12 1.98974 1.33917 -0.81626
C6 3.21321 1.55944 2.67271
C7 2.98220 0.10629 3.15603
O1 3.00878 -0.08410 4.38958
O2 2.79647 -0.74152 2.24588
H13 3.37421 2.23386 3.51394
H14 4.08389 1.58995 2.01285
H15 2.35397 1.90269 2.09294

***

The following is a quantum chemistry calculation of a structure of composition C7H15HgN2 in a non-equilibrium geometry, from the OMol25 dataset.

Properties
F_max	3.016	eV Å⁻¹
energy above the lowest of the compared OMol25 structures with the same formula, charge and spin	63.6	kcal/mol
HOMO energy (spin up / spin down)	0.51 / 0.48	eV
charge	-1
HOMO-LUMO gap (spin up / spin down)	2.39 / 2.39	eV
spin multiplicity	1

CARTESIAN COORDINATES (ANGSTROEM)
C1 -1.64372 2.37812 -1.44165
Hg1 -0.65146 0.58792 -2.28306
N1 1.07708 -1.53496 -3.02942
H1 -0.88386 0.73552 -4.10660
H2 2.04807 -1.23447 -2.93373
H3 -1.58767 0.39620 -3.85667
H4 -2.11056 2.92247 -2.28984
H5 -0.85624 2.98822 -0.98427
H6 -2.39560 2.05772 -0.70715
H7 0.86473 -2.20819 -2.29077
H8 0.99019 -2.04901 -3.92072
C2 0.70352 -0.64883 3.92272
C3 0.43961 -0.42336 2.47638
C4 1.38778 0.23847 1.70451
C5 1.13245 0.44728 0.35320
N2 -0.00257 -0.02940 -0.21717
C6 -0.93052 -0.67508 0.53043
C7 -0.72413 -0.90008 1.88152
H9 1.61243 -1.23668 4.07596
H10 0.82492 0.29604 4.45895
H11 -0.14312 -1.19166 4.33775
H12 2.31923 0.57397 2.14502
H13 1.82193 0.97810 -0.30587
H14 -1.83759 -1.01304 0.00896
H15 -1.45492 -1.45530 2.47155

***

The following is a quantum chemistry calculation of an isolated molecule of C7H15IO2S, from the OMol25 dataset.

Properties
F_max	0.821	eV Å⁻¹
energy above the lowest of the compared OMol25 structures with the same formula, charge and spin	0.0	kcal/mol
HOMO energy	-8.70	eV
HOMO-LUMO gap	8.26	eV
spin multiplicity	1

CARTESIAN COORDINATES (ANGSTROEM)
C1 -0.94723 -0.53704 1.69535
C2 1.10260 -1.47359 0.67822
C3 -1.09884 -0.21338 -1.28622
C4 1.24567 0.65934 -1.30229
C5 -0.53128 1.98201 -0.18573
C6 0.28993 -0.18974 0.86898
C7 -0.03744 0.52703 -0.46807
O1 -0.29135 2.83250 -1.25019
O2 -1.91595 1.94236 0.14620
S1 -2.68837 3.25590 0.75041
I1 -2.07723 3.26246 3.05494
H1 -1.48432 -1.36985 1.24843
H2 -0.63792 -0.82999 2.69574
H3 -1.62867 0.30182 1.78612
H4 2.10955 -1.27067 0.32363
H5 0.61031 -2.14658 -0.02099
H6 1.18495 -1.98685 1.63432
H7 -1.26671 0.28687 -2.23905
H8 -0.77405 -1.22787 -1.49528
H9 -2.04385 -0.24966 -0.75205
H10 1.99256 1.23780 -0.76013
H11 1.05418 1.16595 -2.24521
H12 1.65019 -0.32164 -1.53025
H13 0.03321 2.40984 0.65653
H14 -0.70763 2.46865 -2.04070
H15 0.90651 0.50510 1.45373

***

> Which value of spin multiplicity does entry 6 give?

1

***

> What is the spin multiplicity in the fourth record?

1